A cluster of 14 separate species, C48H136N12O14 in total. Source: the Open Molecules 2025 dataset; level of theory: wB97M-V/def2-TZVPD.

## Properties
ΔE to the lowest compared entry with this formula, charge and spin in kJ/mol: 45.1
LUMO in Ha: 0.014
HOMO in eV: -8.8
Kohn-Sham gap in eV: 9.210

Geometry as XYZ:
```
210
Properties=species:S:1:pos:R:3:mulliken_charge:R:1
O -1.929 -2.986 -0.361 -0.2054
O 0.921 -5.336 -1.516 -0.1214
O 1.941 5.023 -3.199 -0.2416
O -1.538 1.364 -4.045 -0.0287
O 9.073 -0.157 -2.160 -0.2971
O -2.331 -1.484 8.522 -0.4291
O -0.687 -1.172 -7.203 -0.1948
O 0.453 0.176 1.500 0.7761
O -0.301 4.989 1.003 -0.4362
O 3.300 -0.399 3.708 -0.5358
O 3.336 -2.710 7.989 -0.3381
O 4.773 0.661 1.344 -0.5703
O -5.045 -0.654 3.292 -0.2876
O -5.407 1.862 -0.282 -0.2282
N 2.670 -5.695 -4.717 -0.6668
N 1.903 -1.093 6.108 -0.4679
N 2.017 4.227 3.880 -0.8568
N -3.879 -4.956 0.313 -0.7855
N -0.478 2.940 -6.296 -0.4593
N 1.169 6.968 -6.333 -0.7154
N 6.783 -0.922 -3.877 -0.7639
N 2.332 1.151 -0.413 -0.0791
N -0.645 0.701 6.073 -0.6880
N -7.661 -1.287 4.431 -0.8328
N 1.120 -0.064 -5.313 -0.3273
N -3.005 4.165 1.279 -0.6728
C 2.611 -1.133 -1.374 -0.8504
C 1.499 -1.185 -6.160 0.2414
C -0.252 3.377 3.585 0.0194
C 0.789 -6.941 -3.812 -1.5257
C 6.742 -0.438 -2.492 0.8562
C -6.803 1.894 -0.349 -0.9124
C 1.397 6.686 -4.903 0.4202
C -2.650 1.759 0.872 -0.6955
C -2.353 1.987 -5.028 -1.1455
C 2.649 -3.312 6.920 -0.9988
C -1.784 3.220 -5.700 1.1230
C -1.201 2.168 -2.959 0.2363
C 6.463 -1.534 -1.451 -1.1782
C -2.763 -5.245 -0.641 0.6975
C 1.476 -2.498 6.439 1.4376
C 1.246 -5.037 -0.200 -0.9313
C -4.922 2.863 0.620 -1.0692
C 0.997 3.839 2.867 1.8736
C -1.380 -1.830 -0.982 0.2750
C -3.717 -0.264 3.650 -0.4953
C 0.224 -0.100 2.878 -0.8090
C 1.974 -5.118 -2.445 -0.3899
C 1.727 -0.200 -0.500 1.8919
C 1.408 -0.658 0.891 -0.8675
C -0.952 0.182 7.416 0.1947
C 0.699 -1.204 -7.454 -1.0536
C -3.417 2.987 0.447 0.8772
C 1.512 -5.582 -3.822 1.0869
C 0.652 5.124 2.071 -1.2369
C -1.501 1.313 8.301 -1.7142
C -7.442 -0.281 3.382 0.5435
C 0.194 4.309 -0.132 -0.5159
C 0.112 7.036 -4.131 -1.3152
C -6.049 0.327 3.529 0.1998
C -3.122 -2.638 8.502 -0.7290
C -1.466 -1.432 -8.338 -0.9514
C -2.650 3.731 -6.860 -1.7656
C 1.974 5.301 -4.597 -0.1060
C -3.305 -6.299 -1.625 -1.3416
C 7.866 0.576 -2.231 -0.8363
C -1.934 -0.998 7.270 -0.1933
C 10.190 0.668 -2.428 -0.8079
C 1.326 -2.485 -5.355 -1.3331
C 0.689 -3.019 5.260 -1.6748
C 4.271 -3.534 8.656 -0.7572
C -2.296 -3.954 -1.321 -0.4640
C 2.453 3.736 -2.928 -0.3767
C -8.634 0.646 3.327 -1.3351
H 6.087 -1.658 -3.967 0.2574
H -3.989 -2.532 7.842 0.2917
H -8.700 1.307 4.192 0.3128
H 2.487 3.505 -1.864 -0.0248
H -3.699 3.882 -6.579 0.4140
H 7.533 1.089 -1.322 0.3177
H -8.592 1.249 2.415 0.2275
H -4.671 -4.697 -0.268 0.3132
H 1.813 3.008 -3.435 0.0043
H -3.473 0.614 3.052 0.3223
H -2.773 1.703 1.965 -0.6983
H 1.908 -2.609 -4.445 0.3933
H -2.016 2.533 -2.321 0.3252
H -1.061 3.237 2.868 -0.2496
H -7.262 1.007 -0.786 0.2960
H 0.890 0.468 3.525 0.2180
H -0.560 3.030 -3.182 -0.0476
H -3.333 2.202 -4.572 0.3916
H 0.192 5.880 2.706 0.3029
H -5.832 0.742 4.518 0.4706
H -1.410 -0.588 -9.035 0.3355
H 0.445 -7.172 -4.817 0.4485
H 2.165 -5.560 0.104 0.4168
H 0.256 -2.631 -5.191 0.4312
H 0.282 -1.145 3.179 0.0666
H 1.561 5.540 1.622 0.4926
H -0.594 2.187 -6.970 0.3306
H -2.023 4.324 1.025 0.0967
H 2.319 -0.659 1.499 0.0748
H 0.529 -5.461 0.507 0.2832
H 3.558 -1.325 -0.869 -0.0011
H -0.034 -0.244 7.822 0.2602
H -3.034 -3.546 -2.023 0.3967
H 3.695 0.461 3.885 0.3424
H -3.193 3.214 -0.601 0.1588
H -1.447 -4.220 -1.966 -0.0477
H 1.365 -7.758 -3.369 0.3440
H 5.171 -2.965 8.880 0.2360
H -3.525 4.902 0.806 0.3941
H 2.419 -5.834 -5.688 0.2823
H 1.071 6.099 -6.853 0.3090
H -0.019 -6.878 -3.076 0.1503
H 10.109 1.638 -1.928 0.3138
H -2.726 1.246 -5.742 0.3122
H 0.831 -2.316 7.307 0.1396
H -1.747 4.005 -4.940 0.0023
H -0.131 -2.398 4.902 -0.0513
H 2.162 7.427 -4.647 0.2156
H -2.406 1.739 7.864 0.3660
H 0.966 -2.024 -8.127 0.5388
H -1.239 -0.979 -0.320 -0.4680
H 5.724 -2.267 -1.762 0.3205
H 2.272 -4.069 -2.551 -0.1119
H -1.170 -2.361 -8.836 0.3488
H -4.302 -6.138 -2.039 0.3788
H 0.261 7.411 -6.387 0.2821
H -0.600 1.571 -2.268 -0.4724
H 0.082 1.411 6.124 0.2439
H -3.112 0.803 0.624 1.0724
H -3.708 -0.202 4.740 0.3682
H 1.603 -3.311 -6.022 0.2857
H 7.647 -1.462 -3.947 0.2953
H -1.758 0.869 9.266 0.3994
H 6.157 -1.001 -0.546 0.0821
H 0.119 -0.143 -5.134 0.0714
H -5.487 3.782 0.430 0.4895
H -0.066 2.435 4.101 -0.8403
H 2.301 -0.793 7.001 0.4024
H 1.051 -0.521 6.094 -0.0600
H -2.509 -3.474 8.136 0.2575
H 2.013 -2.047 -1.430 -0.4336
H 4.534 -4.392 8.031 0.3478
H -1.434 1.259 5.753 0.2641
H 0.152 2.508 -5.622 0.0401
H 0.521 3.293 0.087 0.3085
H 1.697 5.036 4.406 0.3159
H 1.477 -0.072 -4.365 0.1634
H -0.636 4.129 -0.820 0.0806
H -7.422 -0.812 2.419 0.2005
H 3.218 -6.523 -4.505 0.2813
H -2.635 -6.246 -2.491 0.2610
H 0.926 4.904 -0.680 0.5261
H 3.491 3.558 -3.232 0.4819
H 2.528 -1.000 -6.479 0.3431
H 3.432 -3.480 6.169 0.4832
H -0.793 0.236 3.078 0.0552
H -5.947 1.090 2.749 -0.6241
H 1.256 -3.338 4.381 0.4899
H 1.166 -1.729 0.793 0.3191
H 4.651 1.449 1.884 0.2717
H 0.254 6.829 -3.067 0.2430
H 7.396 -2.021 -1.150 0.3851
H 7.843 1.307 -3.040 0.4387
H -3.330 -7.315 -1.237 0.3566
H 1.509 3.137 2.208 -0.6309
H -1.983 -1.633 -1.872 0.4303
H 2.783 -0.608 4.522 0.0558
H -1.490 -1.782 6.652 0.0910
H 4.490 -0.069 1.914 0.3130
H -3.500 -4.096 0.714 0.2698
H -0.369 -2.071 -1.333 -0.0866
H -6.848 -1.897 4.411 0.2959
H -1.955 -5.668 -0.041 0.0019
H -0.752 6.484 -4.503 0.2809
H -3.063 -1.096 3.395 0.3254
H 0.183 -3.973 5.464 0.4946
H -3.417 -2.893 9.517 0.2922
H 1.728 1.717 0.175 -0.3626
H -0.579 4.109 4.326 0.6728
H 2.876 -5.620 -2.078 0.4624
H 2.780 4.585 3.308 0.3141
H -2.275 4.636 -7.326 0.3587
H 3.145 1.023 0.202 0.3015
H 0.822 -0.058 -1.098 -1.1747
H -9.583 0.115 3.236 0.3917
H 1.328 -3.960 -0.018 0.3386
H -7.348 2.002 0.598 0.2424
H 2.220 -4.291 7.179 0.3716
H -0.801 2.119 8.517 0.4438
H 0.991 -0.275 -7.965 0.4144
H -5.121 2.668 1.681 0.2641
H 2.800 -0.810 -2.394 0.4228
H 2.986 5.294 -5.009 0.2731
H -2.799 -0.595 6.726 0.4245
H 11.165 0.247 -2.191 0.2490
H 5.776 0.077 -2.387 0.0546
H 10.204 0.877 -3.504 0.3224
H 3.813 -3.909 9.573 0.2583
H -8.448 -1.860 4.148 0.2502
H -2.518 -1.559 -8.084 0.2621
H 1.364 4.522 -5.065 -0.1450
H 0.884 -4.833 -4.303 -0.1772
H -7.156 2.743 -0.949 0.3909
H -1.568 1.827 0.766 -0.0946
H -0.069 8.112 -4.155 0.4239
H -2.816 2.936 -7.596 0.3485
```